# C2H6N3S

A gas-phase ion, C2H6N3S (charge +1) in a non-equilibrium geometry (ωB97M-V/def2-TZVPD, the OMol25 dataset).

```
! wB97M-V def2-TZVPD RIJCOSX def2/J DEFGRID3
* xyz 1 3
C 0.48443 0.01947 0.54987
C -0.86597 0.07249 -1.44773
N -0.61206 0.37662 -0.10191
N 1.49795 -1.02449 -1.23028
N 0.61449 0.25684 1.83013
S 0.75775 -0.18348 -2.33279
H -1.44179 -0.93275 -1.58295
H -1.25379 0.94988 -2.13736
H -1.34729 0.60673 0.59641
H 2.49219 -0.85340 -1.20272
H -0.20001 0.70471 2.30729
H 1.29803 -0.13904 2.35792
*
```

Values from the calculation:
Frontier orbital gap (spin up / spin down): 9.59 / 8.51 eV
Highest occupied orbital energy (spin up / spin down): -12.8 / -14.8 eV
Expectation value of S²: 2.01
Lowest unoccupied orbital energy (spin up / spin down): -3.25 / -6.32 eV